(1)
C4H3NOS2 in the gas phase in a non-equilibrium geometry. Source: the Open Molecules 2025 dataset; level of theory: the ωB97M-V functional and the def2-TZVPD basis.

Last column: natural (NBO) charge in e.
Geometry (Å):
C (1.09, 0.03, -0.09)  0.11
C (1.17, 1.36, 0.10)  -0.15
C (-1.10, 1.40, -0.02)  0.02
C (-1.29, -0.05, -0.08)  0.07
H (2.11, -2.12, 0.91)  0.18
H (2.15, 1.98, -0.04)  0.24
H (-2.05, 2.02, 0.04)  0.20
N (-0.09, 2.07, 0.06)  -0.34
O (-0.06, -0.75, -0.17)  -0.46
S (2.59, -0.79, -0.01)  0.05
S (-2.61, -0.89, 0.05)  0.09

Results
HOMO-LUMO gap = 7.93 eV
Strongest force on any atom = 0.1167 Eh/bohr

=====

(2)
C10H13N3 in the gas phase in a non-equilibrium geometry. Source: the Open Molecules 2025 dataset; level of theory: the ωB97M-V functional and the def2-TZVPD basis.

Last column: natural (NBO) charge in e.
Geometry (Å):
C (2.89, -0.23, -0.47)  -0.26
C (-1.61, 1.03, -0.32)  -0.35
C (2.84, 1.20, -0.73)  -0.02
C (1.80, -1.04, -0.45)  -0.05
C (-0.49, 1.76, -0.03)  0.27
C (-1.59, -0.35, -0.66)  0.30
C (0.58, -0.75, -1.12)  0.19
C (1.82, -2.41, 0.05)  -0.62
C (-0.52, 2.84, 1.03)  -0.67
C (-2.97, -0.94, -0.64)  -0.64
N (1.80, 1.94, -0.63)  -0.21
N (-0.56, -1.21, -0.65)  -0.49
N (0.61, 1.45, -0.64)  -0.27
H (3.92, -0.54, -0.32)  0.22
H (-2.53, 1.32, 0.05)  0.21
H (3.76, 1.80, -0.78)  0.19
H (0.67, -0.35, -2.13)  0.20
H (2.79, -2.66, 0.33)  0.21
H (1.45, -3.13, -0.74)  0.21
H (1.15, -2.61, 0.79)  0.23
H (-1.11, 3.63, 0.64)  0.23
H (0.50, 3.16, 1.13)  0.23
H (-0.89, 2.39, 1.95)  0.23
H (-3.20, -0.91, -1.67)  0.23
H (-3.60, -0.28, -0.11)  0.21
H (-2.98, -1.91, -0.08)  0.23

Results
HOMO-LUMO gap = 7.68 eV
Strongest force on any atom = 0.0680 Eh/bohr

=====

(3)
4 unconnected molecules or ions with the total composition C32H75BrClNO18P4 in a non-equilibrium geometry. Source: the Open Molecules 2025 dataset; level of theory: the ωB97M-V functional and the def2-TZVPD basis.

Last column: Löwdin charge in e.
Geometry (Å):
C (4.32, -0.83, 1.77)  -0.06
C (4.63, -0.56, 0.29)  -0.26
O (3.50, -0.71, -0.54)  -0.15
C (2.51, 0.25, -0.28)  -0.20
C (1.48, 0.24, -1.40)  -0.14
O (0.21, -0.15, -0.91)  -0.09
C (-0.77, 0.87, -0.88)  -0.25
O (-1.72, 0.61, 0.09)  0.00
C (-1.30, 0.55, 1.45)  -0.49
O (-2.49, 0.75, 2.19)  0.04
C (-0.73, -0.81, 1.87)  -0.11
C (-1.27, -1.36, 3.18)  -0.19
C (-0.39, -2.52, 3.63)  -0.29
N (-1.11, -3.32, 4.63)  -0.01
C (-0.34, 1.66, 1.88)  -0.12
O (-1.02, 2.90, 1.90)  -0.15
C (-0.19, 4.03, 1.75)  -0.53
C (-0.44, 5.03, 2.86)  -0.21
C (0.69, 6.08, 2.94)  -0.27
C (0.20, 7.50, 2.83)  -0.62
Cl (-0.78, 7.99, 4.21)  0.57
P (-0.58, 4.64, 0.02)  0.64
O (0.72, 5.61, -0.27)  -0.36
Br (-2.39, 5.94, 0.24)  0.38
H (5.15, -1.32, 2.27)  0.07
H (3.41, -1.43, 1.83)  0.08
H (4.11, 0.11, 2.27)  0.07
H (5.40, -1.26, -0.02)  0.10
H (5.02, 0.45, 0.21)  0.11
H (1.99, -0.02, 0.63)  0.10
H (2.92, 1.25, -0.11)  0.13
H (1.79, -0.56, -2.06)  0.13
H (1.45, 1.17, -1.96)  0.13
H (-1.30, 0.84, -1.83)  0.14
H (-0.33, 1.87, -0.81)  0.09
H (-3.14, 1.09, 1.57)  0.12
H (-0.81, -1.53, 1.06)  0.13
H (0.34, -0.64, 2.01)  0.10
H (-1.24, -0.60, 3.96)  0.12
H (-2.28, -1.73, 3.02)  0.12
H (0.51, -2.10, 4.09)  0.11
H (-0.13, -3.17, 2.80)  0.11
H (-0.58, -4.16, 4.84)  0.05
H (-1.17, -2.81, 5.50)  0.06
H (-0.07, 1.41, 2.91)  0.15
H (0.58, 1.69, 1.30)  0.12
H (0.87, 3.78, 1.79)  0.12
H (-0.48, 4.52, 3.81)  0.12
H (-1.40, 5.53, 2.74)  0.05
H (1.39, 5.91, 2.13)  0.09
H (1.23, 5.95, 3.87)  0.11
H (-0.33, 7.66, 1.90)  0.05
H (1.06, 8.16, 2.80)  0.07
H (0.42, 6.36, -0.80)  0.04
O (0.43, -6.45, -0.58)  -0.21
P (0.03, -7.59, 0.24)  0.43
O (-0.32, -7.14, 1.73)  -0.18
C (-1.43, -6.27, 1.98)  -0.27
C (-2.77, -6.97, 1.85)  -0.08
O (1.39, -8.42, 0.53)  -0.20
C (2.61, -8.11, -0.15)  -0.29
C (3.48, -7.17, 0.66)  -0.07
O (-0.89, -8.88, 0.12)  -0.18
C (-1.04, -9.57, -1.15)  -0.24
C (0.22, -10.30, -1.59)  -0.07
H (-1.38, -5.40, 1.32)  0.11
H (-1.30, -5.91, 3.00)  0.10
H (-2.97, -7.25, 0.82)  0.07
H (-3.57, -6.32, 2.19)  0.08
H (-2.78, -7.89, 2.45)  0.08
H (2.41, -7.70, -1.14)  0.09
H (3.14, -9.06, -0.30)  0.12
H (2.89, -6.34, 1.06)  0.07
H (4.29, -6.78, 0.06)  0.07
H (3.91, -7.70, 1.52)  0.08
H (-1.35, -8.85, -1.92)  0.12
H (-1.85, -10.27, -1.01)  0.12
H (0.98, -9.62, -1.95)  0.06
H (-0.02, -10.99, -2.40)  0.08
H (0.64, -10.86, -0.75)  0.09
O (5.73, -4.54, -4.69)  -0.21
P (5.19, -5.44, -3.66)  0.43
O (5.24, -4.78, -2.21)  -0.18
C (4.44, -3.61, -1.93)  -0.25
C (2.96, -3.94, -1.79)  -0.06
O (6.32, -6.59, -3.47)  -0.21
C (7.43, -6.71, -4.35)  -0.30
C (8.64, -5.98, -3.81)  -0.07
O (3.95, -6.42, -3.48)  -0.19
C (3.42, -7.15, -4.61)  -0.24
C (4.34, -8.25, -5.12)  -0.07
H (4.60, -2.86, -2.70)  0.12
H (4.81, -3.21, -0.99)  0.10
H (2.53, -4.25, -2.74)  0.08
H (2.42, -3.06, -1.44)  0.07
H (2.81, -4.75, -1.08)  0.07
H (7.17, -6.35, -5.35)  0.10
H (7.65, -7.77, -4.44)  0.12
H (8.38, -4.98, -3.46)  0.08
H (9.41, -5.89, -4.58)  0.08
H (9.07, -6.52, -2.97)  0.07
H (3.17, -6.45, -5.41)  0.12
H (2.48, -7.59, -4.26)  0.11
H (5.18, -7.84, -5.67)  0.07
H (3.79, -8.91, -5.79)  0.08
H (4.74, -8.83, -4.29)  0.09
O (-5.62, 11.52, -1.27)  -0.21
P (-6.25, 10.66, -0.27)  0.43
O (-6.97, 9.40, -0.95)  -0.18
C (-6.19, 8.42, -1.64)  -0.26
C (-5.40, 7.53, -0.70)  -0.12
O (-7.55, 11.47, 0.25)  -0.20
C (-7.78, 12.83, -0.11)  -0.30
C (-8.67, 12.95, -1.33)  -0.07
O (-5.90, 10.03, 1.15)  -0.18
C (-5.07, 10.76, 2.09)  -0.24
C (-5.77, 11.97, 2.69)  -0.07
H (-5.52, 8.92, -2.36)  0.12
H (-6.89, 7.82, -2.22)  0.12
H (-4.62, 8.09, -0.19)  0.04
H (-4.93, 6.72, -1.25)  0.05
H (-6.05, 7.11, 0.06)  0.09
H (-6.83, 13.35, -0.27)  0.10
H (-8.26, 13.30, 0.75)  0.12
H (-8.35, 12.27, -2.11)  0.08
H (-8.66, 13.97, -1.71)  0.08
H (-9.70, 12.69, -1.07)  0.07
H (-4.14, 11.05, 1.61)  0.12
H (-4.83, 10.05, 2.88)  0.12
H (-5.82, 12.79, 1.98)  0.07
H (-5.21, 12.32, 3.56)  0.08
H (-6.78, 11.72, 2.99)  0.09

Results
HOMO-LUMO gap = 9.23 eV
Strongest force on any atom = 0.0974 Eh/bohr

=====

(4)
A molecular structure, C14H53Cl2InO13P in a non-equilibrium geometry. Source: the Open Molecules 2025 dataset; level of theory: the ωB97M-V functional and the def2-TZVPD basis.

Last column: Löwdin charge in e.
Geometry (Å):
C (-0.68, 2.07, 2.62)  -0.12
C (-0.92, 1.68, 1.02)  -0.26
O (0.32, 2.05, 0.32)  -0.32
C (0.95, 0.90, -0.35)  -0.33
In (2.39, -0.30, 0.91)  0.15
Cl (1.84, -0.42, 3.32)  -0.11
P (4.82, 0.44, 0.73)  0.32
O (5.03, 2.00, 1.48)  -0.53
Cl (5.87, -0.96, 2.00)  0.00
H (-1.15, 1.26, 3.35)  0.08
H (0.47, 2.13, 2.85)  0.05
H (-1.13, 3.16, 2.82)  0.07
H (-1.21, 0.55, 0.95)  0.09
H (-1.87, 2.29, 0.64)  0.12
H (1.49, 1.30, -1.33)  0.06
H (0.10, 0.16, -0.75)  0.05
H (2.35, -2.01, 0.28)  -0.10
H (4.13, 2.30, 1.82)  0.03
C (-0.52, 2.97, 6.16)  -0.17
O (-1.74, 3.28, 5.52)  -0.15
H (-0.30, 1.91, 6.02)  0.08
H (0.28, 3.57, 5.73)  0.07
H (-0.60, 3.17, 7.23)  0.07
H (-1.91, 4.23, 5.67)  0.08
C (-3.08, -0.83, -0.48)  -0.16
O (-2.12, -0.99, -1.51)  -0.14
H (-2.61, -1.08, 0.47)  0.08
H (-3.42, 0.20, -0.46)  0.07
H (-3.92, -1.51, -0.66)  0.08
H (-2.56, -0.77, -2.35)  0.05
C (-4.19, 1.59, -4.01)  -0.15
O (-3.93, 0.21, -4.13)  -0.14
H (-5.11, 1.73, -3.44)  0.07
H (-3.36, 2.07, -3.47)  0.09
H (-4.30, 2.03, -5.00)  0.08
H (-3.10, 0.12, -4.63)  0.09
C (8.43, -3.48, 0.47)  -0.18
O (7.80, -3.98, 1.64)  -0.15
H (9.33, -4.06, 0.28)  0.08
H (7.75, -3.58, -0.38)  0.08
H (8.70, -2.43, 0.62)  0.05
H (7.00, -3.44, 1.79)  0.02
C (-7.99, 0.10, -3.66)  -0.16
O (-7.40, 0.76, -2.56)  -0.14
H (-8.99, 0.50, -3.83)  0.07
H (-7.38, 0.27, -4.55)  0.08
H (-8.06, -0.97, -3.45)  0.08
H (-6.52, 0.38, -2.44)  0.07
C (-11.75, 0.87, -2.28)  -0.17
O (-11.77, 0.96, -3.69)  -0.14
H (-11.26, -0.06, -1.98)  0.08
H (-11.20, 1.72, -1.86)  0.08
H (-12.78, 0.87, -1.90)  0.07
H (-12.22, 1.79, -3.92)  0.08
C (-0.91, -3.78, -4.11)  -0.15
O (-0.89, -2.44, -4.56)  -0.14
H (-0.70, -4.45, -4.95)  0.06
H (-0.15, -3.92, -3.34)  0.08
H (-1.90, -4.02, -3.70)  0.08
H (-1.08, -1.88, -3.80)  0.06
C (3.39, 0.64, 6.92)  -0.17
O (2.26, -0.22, 6.93)  -0.15
H (3.71, 0.81, 7.95)  0.08
H (4.20, 0.16, 6.36)  0.08
H (3.12, 1.59, 6.45)  0.05
H (2.00, -0.36, 6.00)  0.00
C (9.93, -0.39, -1.14)  -0.17
O (8.71, -1.04, -1.45)  -0.15
H (10.76, -1.03, -1.44)  0.08
H (9.99, 0.56, -1.67)  0.07
H (9.98, -0.21, -0.06)  0.07
H (7.99, -0.44, -1.18)  0.08
C (0.02, -5.02, -8.13)  -0.17
O (-0.07, -6.16, -7.30)  -0.14
H (-0.17, -4.13, -7.53)  0.08
H (1.02, -4.96, -8.56)  0.08
H (-0.73, -5.09, -8.93)  0.07
H (0.11, -6.94, -7.86)  0.08
C (3.76, 4.30, 6.60)  -0.17
O (2.73, 4.01, 7.52)  -0.14
H (3.64, 3.66, 5.72)  0.07
H (3.69, 5.35, 6.29)  0.07
H (4.73, 4.11, 7.06)  0.08
H (2.86, 4.59, 8.29)  0.08

Results
HOMO-LUMO gap = 6.64 eV
Strongest force on any atom = 0.0514 Eh/bohr
Net charge = -1